(1)
{"formula": "C27H16BF2FeIN2O2S2", "method": "ωB97M-V/def2-TZVPD", "multiplicity": 5, "homo_lumo_gap_ev": [6.59, 7.02], "e_lumo_ev": [-1.160, -1.235], "energy_ha": -3881.01700, "total_charge": 0, "homo_energy_ev": [-7.7, -8.3], "elements": ["Fe", "S", "C", "C", "C", "C", "C", "C", "N", "C", "C", "C", "C", "C", "C", "C", "C", "N", "C", "C", "C", "C", "C", "S", "C", "H", "H", "H", "H", "H", "H", "H", "H", "H", "H", "H", "H", "I", "C", "C", "C", "C", "C", "C", "C", "O", "O", "H", "H", "H", "H", "F", "B", "F"], "xyz": [[0.995, 0.893, 1.180], [0.201, -4.850, 0.206], [-0.382, -6.390, -0.222], [-1.500, -6.317, -0.997], [-1.890, -4.977, -1.246], [-1.060, -4.064, -0.656], [-1.159, -2.599, -0.700], [-0.248, -1.805, 0.032], [-0.278, -0.492, 0.029], [-1.216, 0.142, -0.707], [-2.174, -0.539, -1.454], [-3.150, 0.213, -2.201], [-3.140, 1.561, -2.192], [-2.151, 2.289, -1.437], [-2.084, 3.690, -1.400], [-1.109, 4.331, -0.664], [-0.198, 3.519, 0.043], [-0.240, 2.204, 0.021], [-1.200, 1.585, -0.702], [-1.010, 5.795, -0.603], [-1.795, 6.712, -1.245], [-1.423, 8.050, -0.966], [-0.361, 8.119, -0.116], [0.186, 6.575, 0.348], [-2.123, -1.943, -1.435], [0.135, -7.266, 0.123], [-2.024, -7.179, -1.373], [-2.753, -4.711, -1.836], [0.527, -2.263, 0.637], [-3.891, -0.327, -2.774], [-3.874, 2.122, -2.755], [-2.813, 4.258, -1.963], [0.586, 3.959, 0.650], [-2.610, 6.451, -1.899], [-1.917, 8.914, -1.377], [0.128, 8.998, 0.264], [-2.850, -2.498, -2.012], [2.907, -6.230, 2.833], [3.228, -4.291, 2.139], [2.494, -3.247, 2.681], [2.661, -1.969, 2.165], [3.562, -1.731, 1.135], [4.321, -2.784, 0.639], [4.150, -4.069, 1.126], [3.736, -0.360, 0.524], [4.718, -0.113, -0.143], [2.739, 0.447, 0.701], [1.795, -3.425, 3.486], [2.087, -1.147, 2.585], [5.036, -2.577, -0.145], [4.725, -4.889, 0.719], [0.782, 2.459, 3.214], [0.517, 1.092, 3.243], [0.407, 0.678, 4.496]]}

(2)
{"formula": "C27H16ClN6OS2W", "method": "ωB97M-V/def2-TZVPD", "multiplicity": 3, "homo_lumo_gap_ev": [5.83, 6.45], "e_lumo_ev": [-4.561, -4.535], "energy_ha": -2765.82029, "total_charge": 1, "homo_energy_ev": [-10.4, -11.0], "elements": ["W", "Cl", "C", "C", "C", "C", "O", "C", "C", "N", "C", "C", "C", "C", "C", "C", "C", "C", "N", "C", "C", "H", "H", "H", "H", "H", "H", "H", "H", "H", "H", "S", "C", "C", "N", "C", "S", "C", "N", "N", "C", "N", "C", "C", "C", "C", "C", "C", "H", "H", "H", "H", "H", "H"], "xyz": [[0.635, -0.981, -0.198], [2.944, 2.061, -6.307], [2.426, 1.045, -5.009], [3.137, -0.132, -4.730], [2.744, -0.971, -3.715], [1.656, -0.622, -2.921], [1.289, -1.451, -1.934], [0.945, 0.562, -3.185], [-0.241, 0.882, -2.463], [-0.564, 0.335, -1.333], [-1.863, 0.476, -0.746], [-2.692, 1.546, -0.838], [-3.944, 1.545, -0.167], [-4.342, 0.466, 0.561], [-3.500, -0.673, 0.650], [-3.857, -1.864, 1.325], [-3.011, -2.936, 1.331], [-1.761, -2.815, 0.703], [-1.388, -1.717, 0.079], [-2.259, -0.658, 0.009], [1.329, 1.381, -4.268], [4.002, -0.379, -5.331], [3.276, -1.889, -3.502], [-0.937, 1.585, -2.919], [-2.393, 2.421, -1.403], [-4.582, 2.415, -0.239], [-5.300, 0.459, 1.066], [-4.817, -1.921, 1.826], [-3.271, -3.864, 1.820], [-1.040, -3.624, 0.720], [0.769, 2.279, -4.499], [2.618, 0.364, 0.060], [3.781, -0.935, -0.176], [5.067, -0.541, -0.696], [6.062, -0.204, -1.164], [3.513, -2.229, 0.098], [1.969, -2.784, 0.709], [4.521, -3.243, -0.101], [5.297, -4.073, -0.267], [-0.217, -0.385, 4.062], [0.209, -1.049, 2.979], [0.246, -0.294, 1.905], [-0.178, 0.980, 2.327], [-0.264, 2.187, 1.635], [-0.687, 3.295, 2.339], [-1.012, 3.220, 3.705], [-0.905, 2.037, 4.405], [-0.476, 0.930, 3.681], [-0.268, -0.767, 4.992], [0.530, -2.079, 3.010], [0.020, 2.260, 0.593], [-0.751, 4.251, 1.836], [-1.335, 4.114, 4.222], [-1.129, 1.982, 5.462]]}

(3)
{"formula": "C27H18Cl2N5O5STi", "method": "ωB97M-V/def2-TZVPD", "multiplicity": 4, "homo_lumo_gap_ev": [4.75, 5.73], "e_lumo_ev": [4.266, 2.950], "energy_ha": -3857.76989, "total_charge": -2, "homo_energy_ev": [-0.5, -2.8], "elements": ["Ti", "O", "N", "O", "C", "C", "C", "C", "C", "C", "N", "C", "C", "N", "C", "C", "C", "C", "H", "H", "H", "H", "H", "H", "H", "O", "N", "C", "C", "C", "C", "C", "S", "H", "H", "H", "H", "C", "C", "C", "C", "C", "C", "C", "C", "N", "H", "H", "H", "H", "H", "H", "Cl", "C", "Cl", "C", "O", "O", "H"], "xyz": [[-0.284, -1.097, -0.930], [-4.971, 0.157, 4.491], [-4.944, 0.174, 3.230], [-5.999, 0.391, 2.570], [-3.712, 0.104, 2.589], [-2.576, -0.027, 3.390], [-1.276, -0.053, 2.853], [-0.105, -0.053, 3.630], [1.148, 0.021, 2.987], [1.232, 0.030, 1.622], [0.129, -0.019, 0.823], [-1.114, -0.024, 1.440], [-2.248, 0.082, 0.614], [-1.988, 0.102, -0.737], [-2.990, 0.330, -1.595], [-4.269, 0.557, -1.159], [-4.572, 0.465, 0.211], [-3.575, 0.206, 1.142], [-2.717, -0.064, 4.459], [-0.183, -0.068, 4.710], [2.064, 0.058, 3.564], [2.174, 0.052, 1.088], [-2.726, 0.290, -2.645], [-5.050, 0.741, -1.883], [-5.580, 0.593, 0.566], [-1.221, -2.620, -0.953], [1.367, -2.392, -0.282], [1.283, -3.580, 0.327], [2.291, -4.509, 0.262], [3.403, -4.205, -0.536], [3.477, -3.002, -1.186], [2.436, -2.062, -1.025], [2.424, -0.467, -1.688], [0.357, -3.770, 0.854], [2.195, -5.457, 0.772], [4.203, -4.928, -0.653], [4.309, -2.746, -1.827], [0.285, 2.554, -0.851], [1.520, 3.200, -0.732], [2.547, 3.000, -1.688], [3.753, 3.650, -1.571], [3.978, 4.515, -0.494], [2.990, 4.711, 0.479], [1.785, 4.061, 0.364], [5.236, 5.209, -0.379], [6.236, 5.773, -0.283], [0.082, 1.888, -1.678], [-0.484, 2.667, -0.100], [2.381, 2.307, -2.502], [4.535, 3.483, -2.300], [3.185, 5.366, 1.317], [1.021, 4.193, 1.119], [-3.730, -2.784, -2.397], [-2.162, -3.021, -3.246], [-2.206, -2.094, -4.794], [-0.839, -2.795, -2.442], [-0.012, -3.685, -2.695], [-0.360, -1.344, -2.691], [-2.132, -4.063, -3.531]]}